(1)
21
Properties=species:S:1:pos:R:3:nbo_charge:R:1 method="wB97M-V/def2-TZVPD" max_force_ha_per_bohr=0.177 e_lumo_ev="-5.791 / -5.791" e_homo_ev="-14.9160 / -14.9160" smiles="CC=C=[N+](CC)C(C)=O" total_charge=+1 orbital_gap_ev="9.125 / 9.125" de_lowest_kcal_mol=98.46 mol_weight_g_mol=126.179
C 2.934 0.345 0.223 -0.652
C 1.809 0.513 -0.642 -0.276
C 0.548 0.376 -0.505 0.522
N -0.869 -0.008 -0.221 -0.372
C -1.204 -1.392 -0.522 -0.229
C -0.940 -2.231 0.790 -0.624
C -1.777 1.023 0.172 0.702
C -1.219 2.330 -0.115 -0.726
O -2.729 0.690 0.771 -0.446
H 3.443 -0.672 -0.071 0.277
H 2.518 0.218 1.269 0.260
H 3.749 0.920 -0.076 0.275
H 2.096 0.698 -1.756 0.329
H -2.293 -1.479 -0.839 0.258
H -0.613 -1.731 -1.338 0.229
H 0.119 -2.264 1.095 0.210
H -1.420 -1.977 1.690 0.242
H -0.986 -3.247 0.487 0.240
H -0.296 2.265 -0.565 0.225
H -0.933 2.696 0.875 0.271
H -1.938 2.928 -0.722 0.287


(2)
36
Properties=species:S:1:pos:R:3:nbo_charge:R:1 method="wB97M-V/def2-TZVPD" max_force_ha_per_bohr=0.032 e_lumo_ev=0.928 e_homo_ev=-3.3423 total_charge=-1 orbital_gap_ev=4.270 de_lowest_kcal_mol=35.49 mol_weight_g_mol=580.190
Ga -1.009 1.024 0.359 1.333
C 1.422 -2.577 0.336 -0.684
C 0.423 -1.527 -0.015 0.306
N -0.261 -0.924 0.888 -0.299
N -0.179 -1.278 2.199 -0.474
C -1.318 -1.081 2.958 0.273
N -1.129 -1.081 4.300 -0.799
S -2.815 -1.060 2.254 -0.103
C 0.075 -1.113 -1.371 0.151
C 0.627 -1.632 -2.537 -0.212
C 0.137 -1.208 -3.759 -0.141
C -0.886 -0.274 -3.800 -0.221
C -1.353 0.234 -2.599 0.110
N -0.891 -0.180 -1.432 -0.484
H 0.974 -3.273 1.048 0.247
H 1.764 -3.129 -0.534 0.227
H 2.289 -2.113 0.812 0.251
H 0.737 -1.232 2.628 0.395
H -0.268 -0.678 4.640 0.387
H -1.949 -0.790 4.810 0.420
H 1.434 -2.349 -2.487 0.220
H 0.556 -1.599 -4.677 0.221
H -1.294 0.073 -4.738 0.230
H -2.119 1.001 -2.553 0.252
S -0.569 3.763 2.181 -0.318
As -2.755 4.045 1.266 0.618
S -0.186 1.788 2.443 -0.508
S -2.866 2.202 -0.113 -0.783
S -4.069 3.692 2.867 -0.799
F 2.322 0.453 0.425 -0.349
C 2.688 1.447 -0.428 0.880
F 3.701 0.944 -1.159 -0.332
F 3.191 2.438 0.312 -0.311
C 1.478 1.898 -1.325 0.714
O 1.715 2.084 -2.503 -0.626
O 0.383 2.010 -0.696 -0.791


(3)
59
Properties=species:S:1:pos:R:3:nbo_charge:R:1 method="wB97M-V/def2-TZVPD" max_force_ha_per_bohr=0.018 e_lumo_ev=-0.701 e_homo_ev=-8.5099 smiles="CCCCNS(=O)(=O)c1ccc2nc(-c3cccs3)cc(C(=O)NCC(OC)OC)c2c1" orbital_gap_ev=7.809 de_lowest_kcal_mol=17.82 mol_weight_g_mol=477.608
C -0.926 2.457 -1.721 -0.613
C 0.423 1.874 -2.126 -0.404
C 1.555 2.903 -2.101 -0.406
C 1.954 3.382 -0.707 -0.226
N 2.558 2.345 0.108 -0.876
S 2.050 2.209 1.670 2.329
O 2.097 3.503 2.280 -0.935
O 2.806 1.130 2.247 -0.957
C 0.344 1.650 1.598 -0.337
C -0.737 2.358 2.132 -0.194
C -1.996 1.824 2.046 -0.183
C -2.204 0.559 1.448 0.163
N -3.450 0.070 1.376 -0.419
C -3.662 -1.099 0.808 0.213
C -5.035 -1.533 0.760 -0.262
C -5.593 -2.674 0.240 -0.207
C -6.989 -2.717 0.396 -0.266
C -7.475 -1.614 1.032 -0.398
S -6.245 -0.499 1.452 0.499
C -2.611 -1.896 0.280 -0.201
C -1.325 -1.441 0.366 -0.065
C -0.167 -2.220 -0.189 0.666
O -0.124 -2.594 -1.343 -0.606
N 0.812 -2.464 0.719 -0.605
C 2.144 -2.858 0.334 -0.270
C 3.083 -1.632 0.241 0.362
O 4.372 -2.111 0.028 -0.543
C 5.379 -1.133 0.219 -0.255
O 2.679 -0.700 -0.738 -0.586
C 2.694 -1.176 -2.080 -0.281
C -1.086 -0.162 0.939 -0.042
C 0.183 0.431 1.010 -0.209
H -0.906 2.833 -0.701 0.202
H -1.697 1.692 -1.780 0.216
H -1.202 3.274 -2.384 0.204
H 0.671 1.038 -1.472 0.201
H 0.341 1.479 -3.141 0.208
H 1.257 3.776 -2.685 0.213
H 2.440 2.472 -2.576 0.201
H 2.681 4.198 -0.804 0.204
H 1.089 3.780 -0.169 0.201
H 2.697 1.450 -0.337 0.427
H -0.548 3.315 2.594 0.246
H -2.859 2.345 2.428 0.233
H -5.030 -3.453 -0.241 0.221
H -7.603 -3.529 0.053 0.226
H -8.496 -1.396 1.278 0.237
H -2.821 -2.853 -0.170 0.231
H 0.714 -2.075 1.645 0.403
H 2.562 -3.549 1.067 0.220
H 2.085 -3.352 -0.637 0.238
H 3.040 -1.049 1.180 0.183
H 5.318 -0.349 -0.540 0.175
H 5.286 -0.673 1.208 0.185
H 6.327 -1.659 0.134 0.196
H 1.766 -1.705 -2.314 0.209
H 2.782 -0.296 -2.715 0.189
H 3.550 -1.834 -2.241 0.192
H 1.049 -0.052 0.594 0.255


(4)
67
Properties=species:S:1:pos:R:3:nbo_charge:R:1 method="wB97M-V/def2-TZVPD" max_force_ha_per_bohr=0.027 e_lumo_ev=0.341 e_homo_ev=-7.5928 smiles="O=C1CCCN1CCCNc1ccc2nnc(CCC(=O)N3CCN(c4ccccc4F)CC3)n2n1" orbital_gap_ev=7.934 mol_weight_g_mol=494.575
O -2.311 -2.064 -4.345 -0.678
C -1.376 -2.140 -3.565 0.697
C -1.366 -2.854 -2.226 -0.489
C -0.157 -2.256 -1.510 -0.414
C 0.753 -1.800 -2.656 -0.221
N -0.169 -1.584 -3.751 -0.428
C 0.260 -0.964 -4.981 -0.225
C 0.350 0.564 -4.892 -0.422
C -1.004 1.255 -5.107 -0.220
N -2.049 0.778 -4.232 -0.594
C -1.948 0.960 -2.897 0.389
C -2.882 0.294 -2.025 -0.267
C -2.810 0.475 -0.683 -0.153
C -1.801 1.336 -0.198 0.227
N -1.425 1.706 1.010 -0.282
N -0.389 2.533 0.875 -0.295
C -0.110 2.683 -0.402 0.302
C 1.028 3.419 -1.008 -0.427
C 2.346 2.964 -0.359 -0.483
C 2.329 1.445 -0.294 0.701
O 2.298 0.781 -1.322 -0.679
N 2.337 0.858 0.921 -0.437
C 2.219 1.554 2.193 -0.246
C 2.354 0.583 3.366 -0.205
N 1.360 -0.461 3.298 -0.428
C 0.847 -1.038 4.428 0.111
C 1.508 -0.938 5.662 -0.216
C 1.002 -1.507 6.814 -0.218
C -0.184 -2.219 6.792 -0.245
C -0.859 -2.346 5.591 -0.255
C -0.355 -1.764 4.447 0.340
F -1.096 -1.917 3.314 -0.338
C 0.974 -0.865 1.963 -0.224
C 2.124 -0.573 1.005 -0.229
N -0.979 1.942 -1.130 -0.149
N -1.020 1.777 -2.450 -0.332
H -1.238 -3.922 -2.417 0.229
H -2.303 -2.715 -1.692 0.232
H -0.468 -1.398 -0.913 0.211
H 0.336 -2.968 -0.851 0.219
H 1.478 -2.578 -2.929 0.179
H 1.300 -0.884 -2.421 0.249
H -0.455 -1.257 -5.757 0.222
H 1.243 -1.373 -5.236 0.203
H 1.040 0.925 -5.654 0.212
H 0.746 0.844 -3.916 0.235
H -1.345 1.099 -6.133 0.202
H -0.882 2.326 -4.930 0.215
H -2.515 -0.076 -4.520 0.430
H -3.621 -0.349 -2.474 0.241
H -3.473 -0.006 0.017 0.242
H 0.904 4.496 -0.880 0.232
H 1.031 3.183 -2.073 0.249
H 3.183 3.272 -0.989 0.237
H 2.444 3.418 0.621 0.219
H 3.017 2.297 2.286 0.204
H 1.244 2.058 2.242 0.250
H 2.208 1.159 4.283 0.220
H 3.372 0.164 3.383 0.177
H 2.450 -0.416 5.715 0.204
H 1.551 -1.400 7.738 0.212
H -0.579 -2.667 7.689 0.215
H -1.791 -2.884 5.524 0.227
H 0.073 -0.328 1.636 0.212
H 0.765 -1.937 1.947 0.215
H 3.038 -1.070 1.350 0.194
H 1.894 -0.934 0.002 0.248


Copy entry 2 word for word.
36
Properties=species:S:1:pos:R:3:nbo_charge:R:1 method="wB97M-V/def2-TZVPD" max_force_ha_per_bohr=0.032 e_lumo_ev=0.928 e_homo_ev=-3.3423 total_charge=-1 orbital_gap_ev=4.270 de_lowest_kcal_mol=35.49 mol_weight_g_mol=580.190
Ga -1.009 1.024 0.359 1.333
C 1.422 -2.577 0.336 -0.684
C 0.423 -1.527 -0.015 0.306
N -0.261 -0.924 0.888 -0.299
N -0.179 -1.278 2.199 -0.474
C -1.318 -1.081 2.958 0.273
N -1.129 -1.081 4.300 -0.799
S -2.815 -1.060 2.254 -0.103
C 0.075 -1.113 -1.371 0.151
C 0.627 -1.632 -2.537 -0.212
C 0.137 -1.208 -3.759 -0.141
C -0.886 -0.274 -3.800 -0.221
C -1.353 0.234 -2.599 0.110
N -0.891 -0.180 -1.432 -0.484
H 0.974 -3.273 1.048 0.247
H 1.764 -3.129 -0.534 0.227
H 2.289 -2.113 0.812 0.251
H 0.737 -1.232 2.628 0.395
H -0.268 -0.678 4.640 0.387
H -1.949 -0.790 4.810 0.420
H 1.434 -2.349 -2.487 0.220
H 0.556 -1.599 -4.677 0.221
H -1.294 0.073 -4.738 0.230
H -2.119 1.001 -2.553 0.252
S -0.569 3.763 2.181 -0.318
As -2.755 4.045 1.266 0.618
S -0.186 1.788 2.443 -0.508
S -2.866 2.202 -0.113 -0.783
S -4.069 3.692 2.867 -0.799
F 2.322 0.453 0.425 -0.349
C 2.688 1.447 -0.428 0.880
F 3.701 0.944 -1.159 -0.332
F 3.191 2.438 0.312 -0.311
C 1.478 1.898 -1.325 0.714
O 1.715 2.084 -2.503 -0.626
O 0.383 2.010 -0.696 -0.791